Formula: C24H23Br2ClIMoN5O3
Source: OMol25
Level of theory: wB97M-V/def2-TZVPD

The expectation value of S² is 2.02. The HOMO-LUMO gap (spin up / spin down) comes out at 0.2369 / 0.2398 hartree. The calculation puts the total energy at -201407.5884 eV. The calculation puts the strongest force on any atom at 0.5 eV/A. As for the spin multiplicity: 3. The value obtained for the LUMO energy (spin up / spin down) is -6.76 / -6.80 eV. The net charge is +2.

```
60
Properties=species:S:1:pos:R:3:forces:R:3
Mo 0.110024 -0.634943 0.333315 0.4 0.0 -0.3
C -2.148801 2.049237 2.927098 0.0 0.0 0.0
C -1.057448 1.638984 1.997100 0.0 -0.1 0.0
O -1.155688 0.481659 1.509392 -0.1 0.1 0.1
C 0.024154 2.531610 1.668908 0.0 0.1 0.0
C 0.164342 3.758752 2.349585 0.0 0.0 0.0
C 1.128926 4.663725 1.985374 0.0 0.0 0.0
C 1.965052 4.373661 0.900935 0.0 0.0 0.0
C 1.840245 3.193749 0.197746 0.0 0.0 0.0
C 0.882143 2.256079 0.584567 0.0 -0.1 0.0
O 0.780775 1.122636 -0.107911 0.0 0.1 0.0
H -2.923814 1.288518 2.933858 0.0 0.0 0.0
H -2.568044 3.012752 2.639158 0.0 0.0 0.0
H -1.745625 2.153245 3.937669 0.0 0.0 0.0
H -0.492264 3.986267 3.177890 0.0 0.0 0.0
H 1.239029 5.593292 2.525042 0.0 0.0 0.0
H 2.721133 5.089286 0.603453 0.0 0.0 0.0
H 2.469228 2.970181 -0.652888 0.0 0.0 0.0
Cl -5.854511 -3.058894 -2.190547 0.0 0.0 0.0
C -4.427135 -2.787294 -1.269057 0.0 0.0 0.0
C -4.188414 -3.532343 -0.149365 0.0 0.0 0.0
C -3.022750 -3.330251 0.628476 0.0 -0.1 0.0
I -2.691976 -4.467227 2.326735 0.0 0.0 0.0
C -2.110616 -2.389056 0.243897 0.0 0.1 0.0
O -0.966805 -2.098112 0.910590 -0.1 -0.2 0.0
C -2.362226 -1.606662 -0.904581 0.0 0.0 0.0
N -1.422916 -0.650261 -1.184113 -0.1 0.0 0.0
C -1.604647 0.150614 -2.219754 0.0 0.0 0.0
C -2.724320 0.038230 -3.053130 0.0 0.0 0.0
C -3.672013 -0.917970 -2.790274 0.0 0.0 0.0
C -3.512650 -1.777293 -1.682452 0.0 0.0 0.0
H -4.902861 -4.286970 0.148481 0.0 0.0 0.0
H -0.850372 0.909857 -2.387610 0.0 0.0 0.0
H -2.829826 0.717901 -3.886071 0.0 0.0 0.0
H -4.548011 -1.015356 -3.417530 0.0 0.0 0.0
Br -2.296146 3.491015 -0.919830 -0.1 -0.1 0.0
C -0.968865 4.585371 -1.789732 0.0 0.0 0.0
Br 0.099528 3.620954 -3.065481 0.0 0.0 0.0
H -0.309795 4.976776 -1.026156 0.0 0.0 0.0
H -1.493845 5.367850 -2.320801 0.0 0.0 0.0
N 2.106967 -1.611473 3.952881 0.0 0.0 0.0
C 2.974225 -0.608395 3.584028 0.0 0.0 0.0
C 2.516272 -0.140784 2.397660 0.0 0.0 0.0
N 1.381050 -0.852795 2.047272 0.1 -0.1 0.1
C 1.164911 -1.733717 3.014168 0.0 0.0 0.0
H 2.165509 -2.165531 4.793059 0.0 0.0 0.0
H 3.817380 -0.323304 4.187076 0.0 0.0 0.0
H 2.905438 0.648939 1.778674 0.0 0.0 0.0
H 0.353735 -2.444154 3.038293 0.0 0.0 0.0
C 2.714662 -3.137848 -3.770936 0.0 0.0 0.0
N 3.084933 -2.761292 -2.395797 0.0 0.0 0.0
C 4.412727 -3.155283 -1.896567 0.0 0.0 0.0
C 2.249817 -2.146874 -1.635937 0.0 -0.1 0.0
N 1.487155 -1.594931 -0.953667 -0.2 0.1 0.3
H 2.730444 -4.222699 -3.861234 0.0 0.0 0.0
H 3.430532 -2.699231 -4.463363 0.0 0.0 0.0
H 1.718146 -2.768415 -3.995252 0.0 0.0 0.0
H 4.490005 -4.241226 -1.897548 0.0 0.0 0.0
H 4.549795 -2.779676 -0.886521 0.0 0.0 0.0
H 5.174109 -2.730889 -2.548253 0.0 0.0 0.0
```
Forces are in eV/Å.

Formula: C24H23Br2N3O2
Source: OMol25
Level of theory: wB97M-V/def2-TZVPD

The HOMO-LUMO gap comes out at 0.2339 hartree. Its SMILES is COc1ccc(C=C2C=C(Br)C(=O)C(Br)=C2)cc1.c1ccc(CN=C2NCCN2)cc1. The calculation puts the total energy at -173909.7608 eV. The calculation puts the strongest force on any atom at 2.5 eV/A. The value obtained for the LUMO energy is -1.10 eV. The net charge is 0.

```
54
Properties=species:S:1:pos:R:3:forces:R:3
C 3.907259 -2.689970 3.778324 -0.2 0.1 -0.6
O 3.397962 -2.758300 2.429490 0.2 0.3 0.2
C 2.790302 -1.658203 1.923991 -0.4 0.2 0.4
C 2.784524 -0.412029 2.606264 0.0 -0.9 -0.2
C 1.949380 0.594317 2.166659 -0.5 0.1 -0.7
C 1.105442 0.398847 1.032896 0.9 -1.4 0.7
C 0.196140 1.368629 0.549119 -0.9 2.1 0.8
C -0.319242 2.420562 1.340370 0.3 -1.0 -0.8
C -0.682718 3.684500 0.756545 -0.9 1.0 0.1
C -1.142374 4.733600 1.505368 0.4 -1.1 0.0
Br -1.464417 6.438042 0.759689 0.0 -0.3 0.0
C -1.420632 4.591489 2.962800 -0.5 0.8 0.6
O -1.970836 5.475040 3.622255 0.7 -0.9 -0.7
C -1.008984 3.288827 3.545769 0.4 -0.3 -1.2
Br -1.217969 3.105509 5.417576 0.0 -0.1 -0.4
C -0.503220 2.286875 2.761487 0.0 0.7 1.4
C 1.214856 -0.832260 0.328311 -0.2 0.5 -0.2
C 2.053705 -1.835422 0.725274 0.7 -0.1 1.0
H 4.219788 -3.710271 3.984321 0.1 0.1 0.2
H 4.758412 -1.999135 3.830610 -0.1 -0.2 0.1
H 3.127573 -2.368093 4.484943 0.2 -0.1 -0.2
H 3.390122 -0.283797 3.506478 -0.2 0.1 -0.4
H 1.943615 1.553607 2.681320 0.1 -0.2 -0.1
H -0.096252 1.296037 -0.505407 0.4 0.2 0.3
H -0.567004 3.831190 -0.314696 0.1 -0.1 0.1
H -0.249179 1.357235 3.262733 -0.1 0.0 -0.3
H 0.581320 -0.960860 -0.556904 0.2 0.1 0.4
H 2.114469 -2.790624 0.201168 -0.1 0.3 0.2
C -4.400733 -1.179770 0.885325 0.2 0.1 -0.2
C -3.862891 0.076639 0.583409 0.3 -0.1 -0.3
C -2.949951 0.213302 -0.472981 -0.2 -0.2 0.2
C -2.581399 -0.901283 -1.233372 0.1 -0.2 0.0
C -1.698602 -0.741386 -2.462266 -0.4 0.5 0.0
N -0.308768 -0.506514 -2.138017 1.2 -0.4 -1.6
C 0.512170 -0.596676 -3.161103 -1.2 0.0 1.5
N 1.879763 -0.579651 -3.089083 0.0 0.5 0.5
C 2.489789 -0.968289 -4.343609 0.6 -0.2 0.2
C 1.318198 -0.980962 -5.319414 -0.1 0.1 -0.7
N 0.179678 -0.759713 -4.468487 -0.8 -0.1 -0.1
C -3.067486 -2.169105 -0.883853 -0.2 0.4 0.1
C -3.999417 -2.300671 0.154369 0.3 0.0 -0.1
H -5.120791 -1.285856 1.696745 0.2 0.0 -0.2
H -4.151606 0.959050 1.153832 0.0 -0.2 -0.1
H -2.515346 1.192340 -0.705298 -0.3 -0.3 0.0
H -1.846725 -1.636144 -3.100993 0.1 0.3 0.2
H -2.065618 0.146457 -3.013774 -0.2 -0.4 -0.1
H 2.370005 -0.545930 -2.200724 -0.3 -0.1 -0.4
H 3.268866 -0.265029 -4.661108 -0.1 -0.2 0.1
H 2.909688 -1.979297 -4.276564 0.2 0.2 0.0
H 1.418787 -0.186843 -6.069271 -0.1 -0.2 0.0
H 1.234886 -1.944381 -5.825090 0.1 0.1 -0.1
H -0.782293 -0.861682 -4.769924 0.5 0.0 0.2
H -2.715449 -3.036825 -1.453187 -0.3 0.3 0.2
H -4.406799 -3.287124 0.387685 0.1 0.3 0.0
```
Forces are in eV/Å.

Formula: C24H23ClCoF4N2O2PS2
Source: OMol25
Level of theory: wB97M-V/def2-TZVPD

The expectation value of S² is 3.76. The HOMO-LUMO gap (spin up / spin down) comes out at 0.2617 / 0.2668 hartree. The calculation puts the total energy at -124320.2971 eV. The calculation puts the strongest force on any atom at 1.4 eV/A. As for the spin multiplicity: 4. The value obtained for the LUMO energy (spin up / spin down) is 2.66 / 2.65 eV. The net charge is -1.

```
60
Properties=species:S:1:pos:R:3:forces:R:3
Co -2.240365 0.292858 -0.361075 -0.2 0.6 0.4
C -3.695465 3.043458 -0.606975 -0.3 0.0 -0.1
N -2.494065 2.505258 0.023025 -0.2 0.0 -0.2
C -1.363565 3.332858 -0.382075 0.4 0.1 0.0
C -2.660865 2.526158 1.480025 0.1 -0.3 0.5
C -1.688665 1.575958 2.176425 0.0 0.3 0.1
N -1.841565 0.275158 1.571325 -0.4 0.4 -0.4
C -1.334165 -0.809342 2.146125 0.4 -0.8 0.5
C -1.683465 -2.072842 1.588825 0.1 0.2 -0.1
F -2.490565 -2.044742 0.491825 0.1 -0.2 0.3
C -1.236365 -3.268342 2.089025 0.1 0.0 0.2
F -1.621065 -4.428742 1.515625 0.0 0.2 0.0
C -0.402165 -3.316042 3.199225 0.0 0.3 -0.1
C -0.027965 -2.105842 3.756125 -0.1 -0.3 -0.1
F 0.799435 -2.122042 4.826225 -0.1 0.1 -0.1
C -0.467865 -0.891542 3.271925 -0.2 0.0 -0.2
F -0.029865 0.229958 3.899625 0.0 -0.1 -0.1
H -3.872465 4.079758 -0.284975 0.0 0.0 0.0
H -4.558365 2.433658 -0.349575 0.0 0.0 0.0
H -3.574865 3.031258 -1.687375 0.0 0.0 0.0
H -1.501065 4.377658 -0.063475 -0.1 0.0 0.0
H -1.271065 3.309358 -1.466675 0.0 0.0 -0.1
H -0.435765 2.965158 0.049725 -0.1 -0.1 -0.1
H -3.676365 2.182358 1.698325 0.0 0.1 0.0
H -2.536765 3.551158 1.864425 -0.1 -0.1 0.0
H -1.933765 1.546158 3.246925 0.0 0.2 -0.1
H -0.657965 1.939758 2.075025 -0.1 0.0 0.1
H -0.056965 -4.247442 3.607825 0.1 -0.2 0.0
Cl -2.228765 1.033458 -2.995475 0.4 0.6 -0.5
C -3.309765 -0.324442 -3.309475 -0.8 -0.4 0.3
C -4.462965 -0.264742 -2.249275 0.2 -0.1 -1.3
O -5.606265 -0.374942 -2.655075 -0.3 -0.1 -0.1
O -4.078965 -0.094842 -1.063975 0.6 0.1 1.1
H -2.730465 -1.239742 -3.174975 0.0 0.1 -0.1
H -3.688165 -0.239542 -4.325675 0.0 0.0 0.2
S 1.599935 1.796958 0.696925 0.2 -0.1 0.1
P 1.550635 0.153858 -0.379775 0.1 0.0 0.1
S -0.163865 -0.601742 -1.132175 0.1 -0.3 -0.3
C 2.655435 0.434958 -1.812675 -0.3 0.0 0.2
C 4.029935 0.482858 -1.623875 0.0 -0.1 0.0
C 4.852735 0.861058 -2.668275 0.1 0.0 0.0
C 4.307035 1.201858 -3.895975 0.0 0.0 -0.1
C 2.934635 1.159558 -4.080275 0.1 0.1 -0.1
C 2.107635 0.782458 -3.037975 0.0 -0.1 0.0
C 2.313435 -1.242542 0.516425 -0.2 0.3 -0.1
C 2.772535 -1.082042 1.812825 0.1 0.1 -0.1
C 3.302035 -2.166342 2.489825 0.0 -0.1 0.1
C 3.355235 -3.405842 1.876625 0.1 0.0 0.1
C 2.874335 -3.567642 0.586025 0.0 -0.1 -0.1
C 2.345635 -2.488842 -0.094275 0.1 0.0 0.0
H 4.448035 0.238758 -0.656775 0.0 0.0 0.1
H 5.922235 0.902558 -2.518375 0.1 0.0 0.0
H 4.952435 1.510658 -4.706375 0.1 0.0 -0.1
H 2.506335 1.431558 -5.035075 0.0 0.0 -0.1
H 1.032635 0.752858 -3.159175 0.0 0.0 0.0
H 2.708335 -0.110042 2.283025 0.0 0.1 0.0
H 3.657835 -2.039242 3.500925 0.0 0.0 0.1
H 3.760735 -4.253242 2.410525 0.0 -0.1 0.0
H 2.898635 -4.540142 0.115425 0.0 -0.1 0.0
H 1.934835 -2.598542 -1.088975 0.0 -0.1 0.0
```
Forces are in eV/Å.

Formula: C24H23N2O3S5Sn
Source: OMol25
Level of theory: wB97M-V/def2-TZVPD

The HOMO-LUMO gap (spin up / spin down) comes out at 0.1319 / 0.1286 hartree. The calculation puts the total energy at -94364.9290 eV. The calculation puts the strongest force on any atom at 3.4 eV/A. The value obtained for the LUMO energy (spin up / spin down) is -12.27 / -12.36 eV. The net charge is +3.

```
58
Properties=species:S:1:pos:R:3:forces:R:3
Sn 0.009327 -0.370237 -1.555078 -1.2 -0.5 -0.1
O -4.207663 -5.648624 1.358901 -0.2 0.4 0.3
C -3.199151 -5.994820 0.462201 0.2 -0.8 -0.2
C -2.450897 -4.772762 0.015472 0.0 0.2 -0.1
C -1.599062 -4.794611 -1.089696 -0.1 0.1 0.3
C -0.939180 -3.635979 -1.444953 0.1 -0.2 -0.3
N -1.059214 -2.488970 -0.779904 0.2 0.7 0.1
C -1.875040 -2.443979 0.287180 -0.1 -0.6 -0.1
C -2.584682 -3.566289 0.698259 0.1 0.2 -0.1
C -1.993657 -1.138181 0.964742 -0.3 0.0 0.3
C -2.679682 -0.980464 2.165359 0.2 0.1 -0.1
C -2.792035 0.280605 2.746114 0.2 0.0 -0.2
C -3.514879 0.479993 4.043713 -0.3 0.6 0.2
O -3.605253 -0.721228 4.748542 0.1 -0.4 0.0
C -2.215880 1.359990 2.073195 0.0 -0.3 0.0
C -1.534550 1.125312 0.899042 0.0 0.6 0.1
N -1.416712 -0.084943 0.352131 0.7 -0.2 -0.6
H -4.712688 -6.427454 1.626231 0.1 0.1 -0.1
H -3.605182 -6.519316 -0.416836 0.1 0.2 0.0
H -2.474180 -6.686919 0.933123 -0.1 0.2 -0.2
H -1.454512 -5.687080 -1.673946 0.0 -0.2 -0.1
H -0.299550 -3.614815 -2.321051 0.0 -0.1 0.0
H -3.262392 -3.524144 1.533407 -0.1 0.0 0.1
H -3.105335 -1.817859 2.696162 0.0 -0.1 -0.1
H -4.517774 0.878872 3.799115 0.2 0.0 0.0
H -2.995887 1.248410 4.635626 0.0 0.0 -0.2
H -4.004552 -0.569539 5.614709 0.0 0.0 -0.2
H -2.279044 2.358487 2.471524 0.0 0.2 0.0
H -1.054014 1.933282 0.360580 0.0 0.1 0.0
C 0.960283 2.250766 -4.379745 -0.2 -0.5 -0.1
C 0.973603 2.769235 -2.980512 0.0 0.1 -0.2
O 0.713515 1.998885 -2.034451 -0.1 -0.1 0.5
C 1.301412 4.171604 -2.766984 0.1 0.5 0.3
C 1.214311 4.719112 -1.474849 0.0 0.1 -0.1
C 1.546227 6.043870 -1.244664 0.0 -0.3 0.0
C 1.977580 6.843427 -2.295747 0.0 -0.2 -0.1
C 2.050771 6.324379 -3.581512 0.0 -0.1 -0.1
C 1.712594 5.003151 -3.825703 -0.1 0.0 0.3
H 0.643257 1.204840 -4.384998 0.1 0.2 -0.1
H 1.950927 2.323017 -4.825467 0.1 0.0 0.0
H 0.277245 2.832156 -4.996526 0.0 0.0 -0.1
H 0.870812 4.095289 -0.660519 0.0 0.0 0.0
H 1.473599 6.459181 -0.251353 0.0 0.0 0.1
H 2.254054 7.870575 -2.114792 0.0 0.1 0.0
H 2.374554 6.951789 -4.397977 0.0 0.0 -0.1
H 1.776311 4.630598 -4.836345 0.0 0.0 -0.1
C 2.920938 -0.943522 3.579825 -0.2 0.0 0.0
S 4.415426 -0.322875 2.773844 0.0 -0.5 -0.8
C 4.448172 -0.986444 1.179319 2.6 0.5 2.0
C 3.417331 -1.151355 0.245313 -2.4 -0.4 -2.4
S 1.809993 -0.648369 0.465514 1.4 -0.3 0.6
S 3.914476 -1.841165 -1.281467 0.1 0.3 0.8
C 5.644225 -1.869667 -0.980733 0.3 -0.2 -0.5
S 6.748215 -2.375196 -2.074486 -0.6 0.3 0.7
S 6.062663 -1.352512 0.637501 -1.0 0.2 0.1
H 2.854688 -0.380885 4.508117 0.1 0.1 0.0
H 3.090355 -1.992619 3.810573 0.0 -0.1 0.0
H 2.025781 -0.804005 2.984960 0.1 0.1 0.1
```
Forces are in eV/Å.